Version i
3 unconnected molecules or ions with the total composition C5H16NO2, computed with ωB97M-V/def2-TZVPD.

Values from the calculation:
M = 122.19 g/mol
HOMO-LUMO gap = 11.045 eV
highest occupied orbital energy = -13.997 eV

Structure (ORCA input):
```
! RIJCOSX wB97M-V def2-TZVPD def2/J DEFGRID3
* xyz 1 1
C 2.13 -0.90 0.13
C 1.80 0.47 0.70
C 1.15 1.44 -0.32
C -0.30 1.51 -0.14
C -0.98 2.36 0.62
N -1.09 0.31 -0.57
H 2.72 -1.40 0.92
H 1.23 -1.47 -0.11
H 2.73 -1.00 -0.77
H 1.20 0.35 1.61
H 2.73 0.93 1.09
H 1.31 1.32 -1.40
H 1.62 2.45 -0.17
H -2.06 2.27 0.73
H -0.45 3.27 0.92
H -0.70 -0.26 -1.35
H -1.08 -0.38 0.19
H -2.03 0.63 -0.78
H -2.34 -1.50 2.13
H -1.00 -2.14 2.45
O -1.49 -1.71 1.75
H -0.12 -2.28 -2.76
H -1.03 -2.59 -1.46
O -0.73 -1.93 -2.11
*
```

=====

Version ii
3 unconnected molecules or ions with the total composition C5H16NO2, computed with ωB97M-V/def2-TZVPD.

Values from the calculation:
M = 122.19 g/mol
HOMO-LUMO gap = 10.588 eV
highest occupied orbital energy = -13.642 eV

Structure (ORCA input):
```
! RIJCOSX wB97M-V def2-TZVPD def2/J DEFGRID3
* xyz 1 1
C 3.55 -0.13 0.75
C 2.74 -0.95 -0.24
C 1.83 -0.32 -1.31
C 0.57 0.26 -0.74
C -0.68 0.10 -1.14
N -1.74 0.47 -0.19
H 2.91 0.56 1.31
H 3.97 -0.77 1.52
H 4.39 0.35 0.24
H 3.36 -1.70 -0.73
H 2.05 -1.57 0.37
H 2.33 0.50 -1.87
H 1.62 -1.02 -2.10
H 0.73 0.84 0.17
H -1.01 -0.36 -2.07
H -2.12 1.35 -0.57
H -2.71 0.01 -0.08
H -1.38 0.75 0.75
H -1.89 1.53 2.74
H -0.38 1.07 2.78
O -1.04 1.59 2.30
H -4.30 -1.19 -1.15
H -4.28 -1.81 0.17
O -3.86 -1.08 -0.29
*
```

=====

Version iii
3 unconnected molecules or ions with the total composition C5H16NO2, computed with ωB97M-V/def2-TZVPD.

Values from the calculation:
M = 122.19 g/mol
HOMO-LUMO gap = 10.264 eV
highest occupied orbital energy = -13.136 eV

Structure (ORCA input):
```
! RIJCOSX wB97M-V def2-TZVPD def2/J DEFGRID3
* xyz 1 1
C -0.20 1.78 -1.94
C -1.09 0.77 -1.19
C -0.50 0.51 0.20
C -1.08 1.41 1.26
C -1.05 1.03 2.53
N -0.91 -0.62 -1.96
H 0.77 1.44 -2.18
H -0.72 2.23 -2.79
H -0.22 2.68 -1.27
H -2.12 0.95 -1.32
H 0.57 0.55 0.17
H -0.77 -0.50 0.59
H -1.62 2.31 0.94
H -1.47 1.72 3.27
H -0.65 0.18 3.07
H -1.71 -1.21 -1.83
H -0.03 -1.05 -1.62
H -0.82 -0.33 -2.95
H 1.42 -2.85 -0.55
H 1.75 -1.47 0.16
O 1.37 -1.89 -0.66
H 3.15 -2.37 2.03
H 2.50 -1.09 2.54
O 2.35 -1.83 1.95
*
```

=====

Version iv
2 unconnected molecules or ions with the total composition C5H16NO2, computed with ωB97M-V/def2-TZVPD.

Values from the calculation:
M = 122.19 g/mol
HOMO-LUMO gap = 11.262 eV
highest occupied orbital energy = -14.334 eV

Structure (ORCA input):
```
! RIJCOSX wB97M-V def2-TZVPD def2/J DEFGRID3
* xyz 1 1
C 2.08 -1.10 -0.02
O 2.67 0.14 0.31
C 0.57 -0.96 0.01
C 0.19 0.02 -1.17
C 0.22 1.49 -0.63
C -1.30 -0.24 -1.46
N 0.15 -0.41 1.45
H 2.38 -1.76 -0.86
H 2.41 -1.79 0.78
H 2.82 0.60 -0.52
H 0.03 -1.89 -0.09
H 0.58 -0.23 -2.16
H 0.15 2.06 -1.55
H 0.85 1.82 0.24
H -0.68 1.76 -0.04
H -1.77 0.59 -2.02
H -1.24 -1.13 -2.08
H -1.88 -0.33 -0.56
H 0.12 -1.25 2.03
H 0.84 0.27 1.78
H -0.83 -0.09 1.44
H -3.37 0.31 2.01
H -2.44 1.54 1.51
O -2.56 0.59 1.59
*
```

=====

Most stable pick: version i. Distance to second place: 0.184 eV.